DFT (wB97M-V/def2-TZVPD) results for 4 unconnected molecules or ions with the total composition C6H10N2O.

Structure (XYZ):
```
19
Properties=species:S:1:pos:R:3:forces:R:3
C 1.666633 1.712461 0.514464 1.772 3.814 0.376
C 1.306308 0.484194 -0.170669 -1.737 -5.906 1.337
C -0.176230 0.159731 -0.091949 -4.996 0.173 -2.415
C -1.260938 0.519553 -0.947790 4.475 1.024 0.872
C -2.584069 -0.004598 -0.473953 -0.366 1.770 -3.604
C -0.922512 -0.754730 0.984680 0.192 -0.204 -4.802
H 2.444637 2.585547 -0.661138 -2.094 -1.853 3.484
H 2.676382 1.610091 1.832611 -2.846 0.292 -3.706
H -0.000504 2.324068 0.900499 4.277 -1.112 -0.800
H 1.055452 -2.663893 -0.794894 2.822 3.605 1.633
H 2.797731 -2.270247 -0.414373 2.790 -1.831 -0.508
H -1.120566 1.378932 -1.758694 -0.532 -2.281 1.596
H -3.057717 -0.652413 -1.303119 0.533 0.635 1.337
H -3.187349 1.048546 -0.622997 0.342 -2.433 1.861
H -0.748699 -0.456793 1.909017 0.539 1.794 4.386
H -0.556160 -1.754579 0.935658 0.115 -1.041 -0.248
N 2.080630 -0.609491 -0.217343 0.042 3.911 0.458
N 1.929226 -1.908769 -0.309904 -5.741 -1.246 -1.325
O -2.342263 -0.747618 0.689888 0.411 0.889 0.066
```
Forces are in eV/Å.

Computed properties:
- E_HOMO (eV) = -8.33
- orbital gap (eV) = 8.02
- energy relative to the best compared isomer or geometry (same formula, charge and spin) (kcal per mole) = 310.1
- lowest unoccupied orbital energy (hartree) = -0.01167

These are the Löwdin partial charges, in e, on atoms 1 to 8: number 1, C, carries -0.14; number 2, C, carries -0.49; number 3, C, carries -0.19; number 4, C, carries -0.07; number 5, C, carries -0.27; number 6, C, carries -0.11; number 7, H, carries 0.16; number 8, H, carries 0.18